Entry 1:
# C44H86N4O29

15 unconnected molecules or ions with the total composition C44H86N4O29 (ωB97M-V with the def2-TZVPD basis set, the Open Molecules 2025 dataset).

Computed properties:
E_LUMO, eV: -0.3
DFT total energy, Ha: -4128.93508
Frontier orbital gap, eV: 8.9

Geometry as XYZ:
```
163
C44H86N4O29 | the Open Molecules 2025 dataset | ωB97M-V with the def2-TZVPD basis set
C -5.622 5.829 2.314
H -4.711 -4.459 4.374
H -4.570 -5.593 -2.259
H 2.770 4.063 -0.255
O 2.379 0.321 -0.160
H -8.417 1.565 -0.738
C 2.456 -0.357 4.080
H 2.616 0.003 3.064
H -2.260 1.130 1.677
C 2.935 1.924 5.011
H 4.274 -4.399 -4.226
O -4.457 -1.577 5.521
H 1.630 -1.058 3.953
H 0.483 2.989 1.026
H -5.836 -4.548 -2.565
H -5.021 2.257 -1.482
C -5.779 -5.192 0.072
C 2.615 -5.346 1.921
O 5.412 1.254 -0.561
H -4.205 -0.559 -4.075
C 2.947 4.159 -1.326
N 2.064 0.754 4.829
C 5.233 -0.206 1.391
C -2.022 0.681 0.713
H -4.245 3.246 -4.407
H 4.199 5.926 2.377
C 0.839 -6.334 -2.973
H 0.438 -6.647 -2.009
H -5.822 -1.158 -1.232
C -4.432 -2.925 5.819
H -2.396 -3.848 3.263
H -6.626 2.982 -1.504
H 5.843 7.025 0.782
H 0.309 2.744 2.722
H -2.251 3.720 1.173
H -2.190 5.145 0.342
C 2.904 -2.603 -4.443
C 4.938 5.152 2.583
C 4.007 -3.638 -4.958
O 5.251 1.846 -2.712
H 3.964 3.829 -1.538
O -2.313 -0.235 -4.456
O 2.380 3.614 -3.510
C 1.219 -0.078 -0.057
C -4.875 -4.567 -2.052
H 4.532 4.184 2.874
O -6.144 6.855 2.857
H -1.978 -3.306 4.864
H -3.807 -3.166 6.679
O -8.122 -0.474 -0.557
O 3.010 -0.410 -4.134
C 6.643 -0.653 -0.756
H -6.815 -5.067 -0.242
H 3.858 -6.787 2.752
O 6.946 3.473 0.200
O 2.260 -1.960 -5.511
O 3.598 -3.613 0.807
C 0.726 1.025 5.013
H 4.575 -1.637 -3.498
H 2.757 -7.368 1.633
H -5.656 -4.950 1.127
O -4.654 -0.379 3.586
H -3.318 -1.766 -5.089
C -4.278 4.618 1.056
H -2.534 5.083 2.140
O -4.799 5.901 1.343
H 4.181 -3.877 2.775
H 5.422 3.030 1.523
H 4.661 -1.026 0.956
H 2.164 -3.062 -3.787
H -2.463 -4.993 4.639
C 5.582 1.066 -1.844
H 7.642 -1.011 -0.507
N -4.932 -4.275 -0.683
C -3.280 -1.118 -4.214
H 3.226 -1.680 -2.445
H -5.846 2.084 -2.958
C -4.509 -1.441 4.228
H -1.352 -1.246 1.246
C 2.548 -4.097 -0.004
H 3.838 1.701 5.579
H 3.297 -0.846 4.572
H 2.102 2.273 -1.982
C 1.307 3.542 -4.371
C 3.490 -1.531 -3.492
O -4.355 -2.612 3.584
H 0.041 2.908 -1.692
H -3.222 -1.694 -3.290
C 2.416 -0.640 -5.349
H 1.933 -5.401 2.770
H 2.499 2.741 5.586
H -1.291 -0.549 -1.657
C -5.147 3.633 1.929
H 3.202 2.303 4.025
H 2.941 5.218 -1.584
H 5.601 5.358 3.424
C -6.028 2.154 -1.886
H -2.958 4.384 -4.297
H -5.598 -0.243 -2.736
C 6.574 6.257 1.036
O 0.693 -0.851 -0.989
H -4.595 0.021 -1.415
O 1.574 4.194 2.247
H -5.706 -6.272 -0.059
O -5.909 4.486 2.639
H -1.027 -1.987 -0.897
O 0.262 0.168 0.872
H 0.651 -6.883 -3.896
H 2.669 -3.229 2.521
C 1.039 3.026 1.963
H 7.016 0.862 0.612
N 5.907 5.019 1.541
H 7.085 6.190 0.075
H 0.448 1.994 5.456
O -0.198 0.214 4.951
H -4.323 -3.040 0.907
O 0.259 3.360 -3.669
O 1.977 -5.103 0.677
H -3.048 0.457 0.420
C -2.648 -3.969 4.316
C 6.150 0.312 0.244
H 0.794 -4.379 -2.695
C -5.642 -0.167 -1.650
H 5.694 -0.565 2.311
H -1.683 1.491 0.067
C -2.758 4.684 1.150
H 4.265 -6.644 1.005
C -1.046 -0.441 0.578
H 1.927 -6.395 -2.969
H -2.907 2.842 -5.346
C 3.342 -3.968 2.085
O 0.425 -5.044 -3.281
H -5.716 3.001 1.248
C -4.319 -3.182 -0.184
H 6.085 -1.578 -0.611
C -7.804 0.661 -0.872
H 1.789 2.235 1.984
C -3.157 3.317 -4.397
O -3.670 -2.413 -0.905
O -2.576 2.481 -3.370
C 3.479 -6.560 1.756
H 0.332 4.681 -2.008
H -2.413 1.571 -3.629
O 6.367 -0.085 -1.977
O 2.135 -3.715 -1.103
H 7.263 6.750 1.721
O 2.090 0.171 -6.260
H -4.080 -4.058 -2.596
C -4.106 -3.563 4.514
N -6.628 0.897 -1.427
H 4.678 0.626 1.825
H -4.534 4.446 0.010
C 6.096 3.748 1.030
C 0.537 3.654 -2.313
O 1.510 3.400 -5.582
H -5.409 -3.145 6.247
C -0.672 -0.957 -0.858
H -4.502 3.026 2.564
H -1.562 -0.482 -5.001
H 3.658 -4.191 -5.831
H 0.977 4.864 1.904
H 4.902 -3.070 -5.213
C 2.016 3.341 -2.185
```

Entry 2:
# C44H88O18S5

13 unconnected molecules or ions with the total composition C44H88O18S5 (ωB97M-V with the def2-TZVPD basis set, the Open Molecules 2025 dataset).

Computed properties:
E_LUMO, eV: 0.1
DFT total energy, Ha: -5074.41943
Frontier orbital gap, eV: 8.9

Geometry as XYZ:
```
155
C44H88O18S5 | the Open Molecules 2025 dataset | ωB97M-V with the def2-TZVPD basis set
H 3.364 3.620 1.870
C 4.151 -6.825 0.487
O -2.743 3.092 3.968
H 3.948 -1.499 -6.267
C 3.196 -1.778 -4.138
O 3.005 -5.157 3.863
C 2.031 -7.598 -0.426
C -3.606 -2.121 -4.775
H 2.921 0.773 6.448
C 4.516 0.618 0.542
H 4.714 -7.397 -0.250
O -4.987 2.052 3.359
H -7.482 -0.011 0.145
C -2.911 4.192 -3.006
H 2.236 4.797 4.438
C 2.438 0.024 4.491
H -1.947 0.704 3.952
C -6.733 0.721 -0.156
H 3.268 0.288 -1.224
H 0.413 -5.388 4.719
O 0.720 1.964 0.489
H 4.090 -0.404 5.962
H 0.315 3.191 2.883
C -1.108 -0.695 -1.472
C -4.963 -2.782 -5.219
C 0.253 -0.760 0.578
O 0.613 6.704 2.582
C 2.125 2.636 -2.971
H 4.794 -2.620 -5.310
H -3.796 5.463 3.560
C -2.228 2.997 -3.594
H -3.643 -1.043 -4.934
O -1.237 -1.910 3.368
C 0.533 4.163 3.326
H 3.736 5.169 2.526
H 0.059 -2.467 -0.717
H -2.103 1.184 -1.025
H 1.220 -0.792 1.081
O -4.377 0.169 -0.189
C 0.121 -1.383 -0.814
H -5.348 6.356 1.908
H 2.868 -3.745 -3.593
H -1.314 -0.920 -2.518
C -3.866 3.342 1.462
H -2.006 -1.154 -1.059
H -4.287 -2.074 3.303
H -3.760 4.559 -3.582
O -1.004 2.966 -3.852
H -6.275 4.867 2.047
H 4.907 -0.059 -2.583
C 2.048 4.112 3.611
C 3.738 -5.537 -0.160
H 2.514 -1.004 6.348
O -6.035 -2.633 -4.650
H 4.010 -3.017 -2.550
C 1.991 -4.605 3.488
O 3.256 4.312 -4.160
H 1.474 2.014 -3.585
H 0.323 4.688 -3.757
H 0.905 -1.147 -1.533
H 2.385 3.116 3.899
H -3.475 5.401 0.813
C 1.232 5.009 -3.248
H -3.935 -4.263 -6.581
C 3.031 -0.159 5.892
H 3.351 -4.744 0.480
S -0.360 0.955 0.498
C 0.596 -5.227 3.657
H -2.127 4.898 -2.730
C 5.248 -0.338 -1.586
H 2.292 5.979 0.681
H 3.098 2.176 -2.800
H -5.252 5.004 4.413
C 4.084 -0.184 -0.676
C 5.294 1.856 -0.061
H -3.735 1.436 -2.930
H 0.980 -7.886 -0.403
H 4.626 2.484 -0.650
H 0.545 0.558 5.269
H 2.400 -2.492 -2.276
H -0.288 -4.654 3.375
H 1.481 -2.565 3.101
H 4.764 -6.621 1.365
S 6.385 1.076 -1.316
H 3.732 0.954 1.221
H 5.278 0.064 1.091
H -3.620 1.895 -4.668
O 2.515 -6.075 -2.545
H -2.305 0.977 -3.945
C 1.056 0.455 4.311
H 3.576 -1.107 -0.396
H 1.111 1.488 3.966
H 1.493 6.066 -3.309
H 1.736 2.659 -1.952
O -1.463 1.035 1.475
H 5.988 2.381 0.594
H -3.309 3.803 -2.068
H -2.789 3.318 1.294
H -3.450 0.174 4.646
O 6.416 1.881 -2.506
H 0.945 4.824 -2.213
O -0.777 5.099 1.207
H -5.967 -1.195 -2.389
H -4.745 -1.920 -1.268
C -3.069 1.728 -3.742
C 2.881 -7.583 0.834
S 2.214 -5.937 -1.146
H -1.956 -0.322 5.439
H -6.419 -2.018 -0.855
H 4.495 -4.917 -0.640
O 1.202 -4.989 -0.628
C -3.510 -1.644 2.671
H -3.574 -2.327 -3.705
C 2.900 4.509 2.296
C -5.274 5.290 2.125
H -5.593 -4.575 -6.178
H -0.450 -1.195 1.288
C -2.418 -0.131 4.470
H -4.375 2.495 1.002
C 2.020 5.043 1.168
H -6.372 1.352 0.656
H 0.519 -6.148 3.079
H 2.624 -8.298 -1.013
H 3.181 -2.984 -6.006
C -4.895 -3.773 -6.418
H 2.331 -7.058 1.615
C -5.688 -1.379 -1.351
H -6.994 1.302 -1.040
C 3.787 -2.242 -5.486
S -4.031 3.116 3.256
C 2.134 -3.342 2.703
H -5.098 -3.261 -7.358
C 2.289 4.030 -3.503
H -0.348 1.321 -1.727
H -3.896 -0.715 2.251
C -4.320 4.754 1.046
C -2.305 -1.299 3.483
O 7.635 0.613 -0.687
C 3.075 -2.811 -3.070
H 5.741 -1.294 -1.767
H -2.715 -2.421 -5.326
C -4.715 4.884 3.473
H -4.885 4.758 0.114
H 1.899 -3.473 1.647
H 3.112 -8.610 1.114
H 3.147 -2.945 2.636
H 1.673 4.314 0.436
O 3.191 -0.115 3.562
C -1.093 0.788 -1.137
O 2.836 -0.637 -3.921
H 0.579 -0.079 3.490
C -5.524 -0.110 -0.520
H -0.200 4.425 4.088
H -3.278 -2.276 1.814
S 0.431 5.384 2.001
```

Entry 3:
# C44H91BN5O5

3 unconnected molecules or ions with the total composition C44H91BN5O5 (ωB97M-V with the def2-TZVPD basis set, the Open Molecules 2025 dataset).

Computed properties:
E_LUMO (spin up / spin down), eV: 2.1 / 1.8
DFT total energy, Ha: -2405.87707
Spin multiplicity: 3
Frontier orbital gap (spin up / spin down), eV: 6.1 / 5.9
Charge: -1

Geometry as XYZ:
```
146
C44H91BN5O5 | the Open Molecules 2025 dataset | ωB97M-V with the def2-TZVPD basis set
C -3.034 -4.217 -6.919
H -3.603 -0.561 -0.735
H 2.136 7.645 2.999
H -3.230 -4.851 -7.784
H 0.744 2.719 6.301
H -0.819 -5.371 -2.203
C 0.254 0.727 1.174
H -2.673 -4.259 -1.038
H -0.041 4.844 5.131
H 2.647 0.738 -5.411
C 1.421 -2.499 -6.853
C -2.194 5.188 4.956
H -3.492 -3.083 -2.059
H 1.659 6.798 5.764
C 0.988 -1.702 0.302
H 3.785 0.667 -4.111
H 0.417 0.616 -5.755
C -2.656 -3.781 -2.018
H 1.404 -0.460 5.007
H 4.725 -2.023 -5.962
O 3.523 -1.558 3.932
C 3.121 -1.321 -4.716
H 4.881 -1.398 -3.509
H 2.425 1.448 3.352
H 3.743 -2.695 -3.136
H 2.894 2.128 1.790
H 3.420 -1.054 -2.578
C 3.476 0.156 -5.022
H 3.220 -1.914 2.003
H -1.051 -0.912 1.835
H -1.726 -3.212 -2.098
N -1.765 -0.224 -1.744
C 4.433 3.812 3.006
H -4.996 0.562 7.524
H 0.658 -1.394 -0.699
H 5.375 1.849 2.929
H -2.169 -6.616 -6.940
C -0.777 5.597 5.450
C 1.366 2.168 5.592
H -0.730 5.624 6.545
C -1.586 -5.849 -2.812
C 2.905 -2.242 -7.105
H 1.594 0.184 -7.006
H -4.132 -6.076 -2.018
H -1.232 -1.896 -6.388
H -1.945 -6.726 -2.272
H -2.212 1.460 0.262
H -2.593 2.635 5.529
C 0.691 -0.140 -6.492
H 4.121 0.279 4.704
C -2.521 -0.554 -0.518
H 3.295 5.665 4.800
H 0.727 1.686 4.846
H -3.533 2.420 -2.064
H 0.862 -2.421 -7.789
H -1.050 -1.287 -4.746
C -4.293 2.529 6.841
H -2.275 3.089 7.230
H 4.012 6.409 3.377
N 1.638 -1.500 -4.582
O 2.799 0.080 0.813
C 4.436 2.297 3.274
H 2.835 4.774 1.925
H 4.417 2.158 4.367
H -0.765 7.167 3.923
H 2.243 3.908 3.373
H -5.042 2.660 6.050
H -4.171 4.909 5.788
H -3.216 0.402 1.257
C -3.136 4.696 6.082
H 5.006 4.283 3.821
C -1.114 0.156 1.604
H -0.306 1.358 -2.762
H -0.789 7.717 5.614
C 3.128 5.856 3.729
H -1.067 -6.198 -3.698
H -5.147 -4.949 -5.477
H 1.794 -2.435 0.180
H -3.270 0.832 7.778
H -1.412 0.654 2.550
C 2.249 -0.287 5.677
H 5.008 4.024 2.093
C -1.975 -6.193 -5.954
N -2.600 -4.245 -4.482
C 2.289 1.138 6.279
H -0.960 -5.792 -5.956
H -2.077 -3.719 -7.072
H -3.836 -7.350 -4.108
H -3.867 0.515 6.147
C -2.302 0.434 0.643
H 1.295 -3.528 -6.498
C 3.821 -1.642 -3.401
H 0.144 -2.248 0.756
N -1.221 1.795 -2.887
H -4.652 3.008 7.761
H 0.521 1.554 1.850
H -0.662 -2.963 -5.118
C 3.252 1.533 2.642
H -2.668 6.013 4.413
H 3.300 -3.012 -7.772
C -4.110 -5.533 -2.964
C -0.346 6.984 4.922
N -3.492 1.444 -2.324
H -3.814 -3.459 -6.879
H -4.882 -4.760 -2.891
H 3.053 -1.287 -7.617
H -4.579 -6.406 -6.271
H 1.320 8.315 4.934
H 1.135 6.184 2.975
H -2.268 -1.581 -0.227
C -2.742 -4.856 -3.106
H -2.029 -0.930 -2.431
H -2.021 -7.022 -5.252
H 4.622 0.080 1.683
H 2.125 -0.984 6.519
C -0.611 -1.948 -5.494
H -0.097 -0.168 -7.246
H -2.908 5.246 7.002
H 3.321 1.513 6.248
C -4.103 1.022 7.089
H 0.171 1.135 0.157
C 3.585 -0.636 4.997
C -4.373 -5.723 -5.443
C 3.674 -2.265 -5.790
H 1.971 2.910 5.052
C 0.817 -1.530 -5.835
H 3.655 -3.289 -5.400
C 3.055 4.522 2.973
C -3.005 -5.082 -5.663
H 4.295 0.227 -5.741
H 4.229 -1.122 5.747
H 2.030 1.087 7.345
O -3.250 -3.111 -4.518
O 1.372 -2.561 -3.869
C 1.866 6.751 3.570
C -2.978 3.191 6.395
C -2.104 1.036 -2.336
B 1.440 -0.406 1.229
C 3.579 0.154 2.025
O 1.620 -0.893 2.664
H -2.058 4.371 4.235
H -3.876 1.329 -3.252
C 2.992 -1.095 2.710
C 1.180 7.225 4.872
C -4.476 -6.463 -4.114
H -5.499 -6.823 -3.980
```